# 1
{
  "formula": "C6H13NO",
  "method": "ωB97M-V/def2-TZVPD",
  "elements": ["C", "O", "C", "C", "C", "C", "N", "C", "H", "H", "H", "H", "H", "H", "H", "H", "H", "H", "H", "H", "H"],
  "xyz": [[2.0751, -0.8302, -1.0499], [3.5123, -0.2688, -0.8880], [1.1069, 0.0898, -1.7438], [0.4339, 1.2245, -1.1589], [-0.9248, 0.8796, -0.5210], [-1.3822, 0.8329, 0.7798], [-2.4736, -0.0771, 1.1472], [-2.3452, -0.5312, 2.5288], [2.2981, -1.7146, -1.6883], [1.9555, -1.0151, 0.0169], [3.9263, -0.2851, -0.0031], [1.7127, 0.3318, -2.6626], [0.4062, -0.7883, -2.1579], [0.9591, 1.7121, -0.2617], [0.2693, 2.1099, -1.8577], [-1.3512, 0.1420, -1.2470], [-0.7705, 1.2254, 1.6767], [-2.7390, -0.7761, 0.4002], [-1.9595, -1.6802, 2.6187], [-3.3424, -0.5564, 3.0044], [-1.3670, -0.0250, 3.0671]],
  "atomic_forces_ev_per_a": [[3.62, 0.46, 1.93], [-0.69, 0.46, -1.01], [1.21, -3.98, -3.32], [-1.63, 4.49, 3.35], [-0.15, -2.01, 0.53], [1.09, -1.75, -1.52], [1.46, 1.33, -0.48], [2.48, -2.71, 0.66], [-0.68, 0.44, 0.76], [-1.34, -0.76, -0.27], [-1.14, -0.27, -0.53], [-0.78, 0.26, 0.63], [0.61, 2.24, 0.69], [0.17, -0.70, -1.42], [0.39, -1.34, 0.48], [-0.71, 0.73, 0.81], [-1.36, -0.24, -1.70], [0.72, 1.22, 1.48], [-0.93, 2.27, -0.50], [0.87, 0.60, 0.43], [-3.22, -0.74, -1.00]],
  "e_lumo_ev": 0.91,
  "homo_lumo_gap_ev": 8.81,
  "e_above_lowest_ev": 4.5763,
  "e_tot_ha": -366.2657,
  "smiles": "CN/C=C/CCCO",
  "molar_mass_da": 115.176
}



# 2
{
  "formula": "C6H13NO",
  "method": "ωB97M-V/def2-TZVPD",
  "elements": ["C", "C", "C", "C", "C", "N", "C", "H", "H", "H", "H", "H", "H", "H", "H", "H", "H", "H", "H", "H", "O"],
  "xyz": [[-2.3743, 0.3901, 1.2766], [-1.2118, 1.1993, 1.8079], [-0.5522, 1.8795, 0.4840], [0.5989, 0.9156, 0.1882], [0.9336, 0.5076, -1.0158], [1.5208, -0.6692, -1.4029], [2.7202, -1.0075, -0.8629], [-2.8481, -0.2125, 2.0062], [-3.2301, 1.1017, 1.1738], [-2.1741, -0.2934, 0.4354], [-1.5219, 2.0396, 2.4770], [-0.7192, 0.4862, 2.4704], [-1.2692, 2.0009, -0.2566], [-0.2068, 2.9581, 0.7624], [1.0897, 0.5420, 1.1657], [0.5739, 0.8375, -1.9132], [3.3265, -0.2438, -0.2848], [3.2135, -1.8942, -1.0925], [-0.7641, -3.3319, -0.3617], [0.0094, -2.2482, -1.3495], [-0.8514, -2.5457, -0.8351]],
  "atomic_forces_ev_per_a": [[-1.93, 1.08, 0.16], [-0.98, 1.28, -0.96], [3.07, 0.29, 4.26], [0.23, 0.97, 1.95], [0.03, -0.87, 0.53], [6.05, -3.34, 2.75], [-3.67, 4.00, -1.15], [0.05, -1.10, 1.24], [0.55, -0.45, -1.21], [0.06, 0.76, 0.03], [-0.19, -0.76, -0.48], [1.40, 0.47, -0.54], [-1.24, -0.20, -1.44], [-0.26, -1.85, -0.41], [-0.78, 0.11, -2.05], [-1.83, 1.98, -1.76], [-0.92, -0.85, -0.43], [0.35, -1.64, -0.51], [0.86, -1.92, 0.88], [-2.30, -1.21, 1.87], [1.47, 3.27, -2.73]],
  "e_lumo_ev": 0.43,
  "homo_lumo_gap_ev": 9.23,
  "e_above_lowest_ev": 4.0950,
  "e_tot_ha": -366.2834,
  "smiles": "C=N/C=C/CCC.O",
  "molar_mass_da": 115.176
}



Which formula does entry 2 have? C6H13NO